# 1
C18H24FeN2S4 | wB97M-V/def2-TZVPD

```
! RIJCOSX wB97M-V def2-TZVPD def2/J DEFGRID3
* xyz 3 6
Fe 0.36951 0.24482 0.03983
S -2.05650 0.43852 0.98023
S 0.84936 0.54142 2.49471
S 2.59886 -0.99757 0.23419
S -0.48186 -2.15431 -0.20931
N -0.10635 2.14781 -0.58131
N 0.58762 0.13709 -2.08170
C -1.94247 -2.36751 0.84604
C -0.16820 1.16354 -4.10591
C -0.62710 -0.07676 3.35619
C -0.08162 1.11917 -2.72843
C -1.07110 4.27799 -0.11142
C -1.86583 0.58447 2.77720
C 3.18977 -0.70978 1.91712
C 2.10473 -0.67279 2.97058
C 2.15932 -2.76752 0.18443
C 1.20618 -0.78911 -4.19816
C -0.34156 3.17001 0.26139
C -2.85221 -1.16191 0.68599
C 0.47646 0.18914 -4.85557
C 1.23129 -0.78032 -2.81936
C -1.61324 4.31350 -1.39003
C -0.57089 2.21268 -1.84887
C -1.35492 3.26965 -2.26990
C 0.77205 -3.12494 0.68611
H -1.21286 5.09309 0.58444
H 1.62086 -1.63754 3.10911
H 2.28443 -3.06767 -0.85556
H -3.71789 -1.23257 1.34649
H 3.93547 -1.47315 2.14346
H 0.57319 -4.18136 0.49972
H 1.79126 -1.53585 -2.28939
H -0.52887 0.18384 4.41107
H -2.46036 -3.27018 0.51910
H 0.43039 0.21164 -5.93640
H 2.92591 -3.29787 0.75189
H -3.23616 -1.08470 -0.33291
H -2.77491 0.20146 3.24308
H 0.65485 -2.93894 1.75210
H 2.52424 -0.36154 3.92810
H 3.72097 0.24229 1.85694
H -1.75150 3.29605 -3.27465
H 1.75422 -1.54541 -4.74217
H 0.08767 3.09099 1.25379
H -1.62003 -2.51653 1.87502
H -2.21849 5.15293 -1.70695
H -0.64790 -1.16203 3.27210
H -1.84762 1.66080 2.95732
H -0.69820 1.96498 -4.59974
*
```

## Properties
E_LUMO (alpha / beta) ... -0.3435 / -0.4249 Eh
Energy ... -3665.3350 Eh
Expectation value of S² ... 8.76
Maximum force ... 0.7 eV/Å
HOMO (alpha / beta) ... -0.672 / -0.671 hartree

***

# 2
C18H24N2O3 | wB97M-V/def2-TZVPD

```
! RIJCOSX wB97M-V def2-TZVPD def2/J DEFGRID3
* xyz 0 1
O 1.23808 -0.00364 -2.12011
O -2.21669 -1.93597 2.03899
O 5.00041 -0.29183 0.88780
N -0.93825 -0.88375 0.47550
N 1.68787 -1.33291 -0.34474
C 3.11892 -1.15822 -0.35816
C 4.58102 1.70164 -0.31756
C -3.63169 0.94711 1.24842
C -0.61906 -0.97476 -0.93427
C -1.02767 -2.41333 -1.29855
C -2.70609 1.35233 0.29417
C -0.64198 0.29093 1.26040
C 0.86155 -0.70296 -1.20383
C -4.44680 1.29090 -1.37210
C -1.79366 -1.84210 0.90999
C -5.35712 0.87242 -0.41764
C -1.26284 1.56458 0.66573
C 3.29504 1.27597 0.38782
C 3.59489 -0.18520 0.74190
C 5.63366 0.90039 0.44623
C -4.94639 0.70559 0.89427
C -3.13001 1.52716 -1.01690
C -2.09395 -2.75964 -0.26255
H 6.49575 0.62526 -0.16600
H 0.44276 0.42162 1.34756
H -0.17027 -3.08150 -1.19871
H 2.41991 1.36919 -0.25025
H -2.42530 1.85867 -1.76792
H -4.75987 1.43129 -2.39656
H -1.17832 2.36072 1.40917
H 3.61016 -2.12223 -0.20406
H -1.39179 -2.47697 -2.32130
H -5.65183 0.38309 1.64544
H 4.55346 1.39947 -1.36424
H -1.05392 0.09053 2.25250
H -1.20225 -0.24950 -1.51637
H -3.09686 -2.51248 -0.61676
H 4.76015 2.77253 -0.26477
H -2.08852 -3.80440 0.04127
H 3.39002 -0.76952 -1.34146
H -0.69605 1.86760 -0.21718
H -6.38342 0.68072 -0.69416
H 3.13345 -0.48536 1.69378
H -3.32342 0.81022 2.27372
H 1.28389 -1.83425 0.43232
H 3.14473 1.86330 1.29478
H 5.98830 1.45728 1.32440
*
```

## Properties
E_LUMO ... 0.0272 Eh
Energy ... -1035.5810 Eh
Maximum force ... 0.6 eV/Å
HOMO ... -0.339 hartree

***

# 3
C18H24N2O3 | wB97M-V/def2-TZVPD

```
! RIJCOSX wB97M-V def2-TZVPD def2/J DEFGRID3
* xyz 0 1
O -3.22110 -0.55064 -2.57647
O 0.26902 1.72892 -1.17483
O -0.86399 0.77265 0.53128
N -1.64541 0.74036 -1.63385
N 3.30262 -0.58386 0.82148
C -4.52590 -1.55241 1.39444
C 3.40977 -2.91454 0.10221
C 2.42012 -0.22989 -0.28332
C 3.15478 0.35192 1.91960
C -3.44207 -0.16656 -0.24175
C -4.35415 0.81550 1.74848
C -4.76212 -0.43651 2.17988
C -3.87891 -1.41836 0.18001
C 2.73174 -1.13232 -1.47988
C 3.07508 -1.95392 1.23760
C 3.74309 1.71605 1.53060
C 1.35686 2.09161 -0.31990
C 2.59546 1.25875 -0.66280
C -0.75273 1.05528 -0.62900
C -2.79578 -0.04427 -1.56667
C 2.54273 -2.59816 -1.10937
C -3.69310 0.95472 0.54302
C 3.84408 1.82389 0.01051
H 1.04716 1.94960 0.71813
H 2.81066 -3.23943 -1.95106
H -4.85023 -2.52744 1.72645
H 2.72320 1.32933 -1.74839
H -4.55001 1.68642 2.35601
H 2.09302 0.45512 2.20789
H 1.49284 -2.78056 -0.86587
H 3.25081 -3.94203 0.43343
H 4.69783 1.23716 -0.32827
H 3.68720 -0.05044 2.78426
H 2.02627 -2.10979 1.55471
H -3.69538 -2.27786 -0.44714
H 4.46158 -2.79455 -0.16197
H -5.26986 -0.54088 3.12744
H -3.38369 1.93155 0.20272
H 1.54939 3.15170 -0.50726
H 2.07902 -0.86594 -2.31403
H 1.36726 -0.40627 0.01370
H -1.30920 0.91656 -2.57512
H 3.72108 -2.15897 2.09563
H 3.76727 -0.96441 -1.78191
H 3.99973 2.86211 -0.28716
H 3.11886 2.51691 1.92828
H 4.73951 1.83110 1.95830
*
```

## Properties
E_LUMO ... 0.0249 Eh
Energy ... -1035.5802 Eh
Maximum force ... 0.7 eV/Å
HOMO ... -0.315 hartree

***

# 4
C18H24N2O3PtS | wB97M-V/def2-TZVPD

```
! RIJCOSX wB97M-V def2-TZVPD def2/J DEFGRID3
* xyz 2 3
Pt 0.99091 0.13537 0.29526
S 2.67773 -2.67466 -0.05878
O 1.28824 -1.97830 -0.17477
O -2.74456 5.25593 -0.52188
O -4.91407 2.27794 -0.13973
N -3.36184 3.27551 -1.48491
N -0.99470 -0.10740 -0.37785
C -3.89568 2.24015 -0.78751
C -3.70849 -0.27185 -0.89753
C 0.89930 2.68290 1.32778
C 0.25759 1.70622 3.57095
C 2.15922 0.78529 2.18450
C 2.28649 -4.28881 0.68738
C -1.73306 1.00733 -0.54081
C 1.65902 2.65463 0.16469
C 2.11945 -4.64990 -1.74409
C -2.94071 -1.41739 -0.78511
C 2.95719 -3.37927 -1.69523
C 2.69673 1.70564 0.00310
C 2.38132 -5.35068 -0.41474
C -1.58906 -1.30169 -0.51668
C 1.09962 1.71857 2.33875
C 2.99760 0.80847 1.04993
C -3.08357 0.96781 -0.79981
C -3.77216 4.63723 -1.28260
H 1.27352 -4.15541 1.06917
H 0.11274 3.41881 1.44319
H -0.95340 -2.16623 -0.39508
H 3.84284 0.13846 0.97799
H -4.72121 4.61762 -0.74791
H -3.89700 5.13353 -2.24605
H 0.18999 0.70962 4.00299
H -1.22368 1.95418 -0.42067
H 1.06343 -4.39749 -1.85461
H 2.40571 -5.26560 -2.59509
H 1.67021 -6.15201 -0.22221
H -0.74280 2.08830 3.37789
H 4.02824 -3.59323 -1.74237
H -4.77929 -0.31822 -1.04987
H 2.71440 -2.61316 -2.42998
H 3.37843 -5.79218 -0.41558
H 2.96220 -4.44962 1.52516
H 1.46234 3.36029 -0.63221
H -3.38047 -2.39998 -0.87663
H -2.92162 6.20226 -0.46818
H 3.29270 1.70656 -0.89916
H -2.57682 3.10840 -2.09174
H 0.72143 2.35813 4.31718
H 2.34562 0.06789 2.97346
*
```

## Properties
E_LUMO (alpha / beta) ... -0.2279 / -0.3223 Eh
Energy ... -1552.4329 Eh
Expectation value of S² ... 2.01
Maximum force ... 0.1 eV/Å
HOMO (alpha / beta) ... -0.548 / -0.550 hartree

***

# 5
C18H24N2O3S | wB97M-V/def2-TZVPD

```
! RIJCOSX wB97M-V def2-TZVPD def2/J DEFGRID3
* xyz 0 1
S -1.32693 2.31496 -0.29338
O -4.11600 1.15676 1.53068
O 1.49855 -0.95553 1.36170
O -1.42706 1.12432 -1.13819
N 1.38016 1.18264 0.81557
N -4.23124 0.81457 -0.70619
C 6.09542 -0.13075 -0.55822
C -0.94745 1.74310 1.44166
C 5.40449 1.07403 -0.66239
C 5.49423 -1.24694 -0.00409
C 0.25468 -0.52354 1.68876
C 0.18365 0.80218 1.35699
C -0.69770 -1.45873 2.33278
C 2.12782 0.11715 0.83380
C -3.87132 1.50424 0.38935
C 4.10165 1.13752 -0.19989
C -4.11109 -1.56808 -1.33979
C -2.01955 -2.97891 -1.33144
C -3.10527 2.77024 0.08205
C 3.48998 0.01644 0.36040
C -4.90441 -0.46375 -0.64427
C 6.06841 2.27088 -1.27271
C 4.19302 -1.18231 0.45712
C -2.77565 -1.84357 -0.65383
H 6.28380 2.08583 -2.32462
H -5.89007 -0.36395 -1.11533
H -0.74890 -2.38777 1.76833
H -3.93248 -1.28202 -2.37937
H -3.09852 3.44330 0.93446
H 3.71679 -2.04847 0.89028
H -1.82241 -2.73395 -2.37260
H 5.43051 3.14726 -1.19900
H -1.82463 1.28035 1.88664
H -1.68487 -1.00845 2.37781
H -5.04511 -0.69582 0.41421
H -1.06498 -3.15015 -0.83942
H 3.53155 2.05113 -0.26378
H 7.01269 2.47977 -0.77220
H -0.37027 -1.69544 3.34571
H -2.59535 -3.90244 -1.29833
H 7.11341 -0.19050 -0.91622
H -0.67342 2.65156 1.97534
H -3.80838 1.05935 -1.58941
H -2.16331 -0.94122 -0.68272
H -3.48786 3.27343 -0.80336
H -2.96248 -2.09889 0.39135
H -4.71845 -2.47599 -1.34270
H 6.04436 -2.17380 0.06844
*
```

## Properties
E_LUMO ... 0.0232 Eh
Energy ... -1433.7346 Eh
Maximum force ... 1.7 eV/Å
HOMO ... -0.298 hartree